[1]
100
Properties=species:S:1:pos:R:3:mulliken_charge:R:1 method="wB97M-V/def2-TZVPD" de_lowest_kcal_mol=268.8 total_charge=-1 gap_ev="5.253 / 5.874" lumo_ev="2.06 / 2.06"
Na -0.80852 -0.80474 -0.91038 1.922
S -3.54202 -7.46404 -2.32348 0.034
N -4.16472 -6.23254 -1.40968 -0.765
C -3.28172 -5.21754 -1.46408 0.805
C -3.40082 -3.94804 -0.82438 0.313
C -4.53902 -3.66154 -0.03728 -0.485
C -4.65082 -2.43094 0.58072 -1.217
C -3.62492 -1.53674 0.38942 0.007
N -2.52892 -1.79604 -0.36108 0.449
C -2.35602 -2.99564 -1.00038 -0.750
C -1.18552 -3.30314 -1.81568 0.157
N -0.15732 -2.41914 -2.01288 0.510
C 0.91748 -2.73014 -2.77428 -0.211
C 1.08098 -3.93684 -3.41138 -1.269
C 0.07898 -4.87484 -3.25358 -0.457
C -1.05002 -4.56564 -2.46168 0.111
C -2.08682 -5.53144 -2.29628 0.763
N -2.12792 -6.76764 -2.82828 -0.724
H -5.32982 -4.39824 0.08892 0.449
H -5.50962 -2.17814 1.19102 0.459
H -3.64502 -0.55024 0.84452 0.336
H 1.66468 -1.94534 -2.85358 0.233
H 1.95988 -4.14054 -4.01128 0.444
H 0.16978 -5.84314 -3.74148 0.439
Br -1.61992 1.15186 0.50332 0.036
C -2.74952 2.15716 -0.61258 -0.819
Br -2.39132 0.89366 -1.95688 -0.086
H -2.34582 3.14076 -0.84238 0.275
H -3.78682 2.13966 -0.28548 0.605
O -1.13512 -0.82064 -2.89788 -0.304
O -1.34302 -0.83084 -4.16288 -0.830
O 0.90008 0.14746 -1.47038 0.293
P 1.11438 1.60446 -1.79308 -3.178
N 0.92178 2.52426 -0.46238 1.124
C 0.74488 3.96056 -0.37198 -0.207
C 1.23198 4.36816 1.00982 -0.892
C 1.07718 3.10316 1.82102 -0.686
C 1.42568 2.02606 0.81402 0.521
N 2.63578 1.86576 -2.33048 0.755
C 3.16518 3.12016 -2.82778 -0.261
C 4.59438 2.79266 -3.21618 -0.751
C 4.46778 1.40216 -3.79558 -0.835
C 3.35698 0.76836 -2.97388 -0.128
N 0.10458 2.09496 -2.97098 1.413
C -0.33442 3.43936 -3.28618 -0.083
C -0.87332 3.38996 -4.70768 -0.852
C -1.26212 1.94066 -4.88608 -0.534
C -0.19532 1.21396 -4.09258 0.009
H -0.31842 4.20296 -0.46908 0.132
H 1.29088 4.52046 -1.13288 0.133
H 0.66438 5.20486 1.42702 0.409
H 2.28978 4.65526 0.96652 0.322
H 0.03838 2.99406 2.15572 0.161
H 1.72818 3.08616 2.69952 0.471
H 0.97048 1.07076 1.09272 -1.010
H 2.51228 1.89196 0.76212 0.420
H 3.15358 3.91126 -2.07538 0.073
H 2.61098 3.45786 -3.70938 0.214
H 5.23988 2.77536 -2.32948 0.312
H 5.01008 3.50726 -3.93228 0.393
H 5.40538 0.84136 -3.74278 0.387
H 4.16418 1.46636 -4.84768 0.273
H 3.77578 0.10996 -2.20518 0.335
H 2.71058 0.16636 -3.62068 0.060
H 0.46458 4.18136 -3.22298 0.122
H -1.13672 3.73356 -2.60178 0.081
H -0.08112 3.65276 -5.41948 0.339
H -1.71542 4.07056 -4.86288 0.431
H -1.28402 1.63956 -5.93728 0.421
H -2.25282 1.75926 -4.45188 0.158
H 0.70018 1.07136 -4.70758 0.439
H -0.55342 0.23266 -3.76718 -0.475
O 0.36898 -2.08714 -0.16598 -0.685
C 2.18448 -0.75254 6.78772 -1.243
C 1.03688 -0.01114 6.11352 -0.452
N -0.18892 -0.81714 6.05602 0.283
C -0.95592 -0.93414 7.30212 -0.670
C -1.87062 0.26056 7.53602 -1.081
C -0.82642 -1.25584 4.88672 0.027
O -1.97312 -1.70524 4.89612 -0.704
C -0.16262 -1.19404 3.56552 -0.128
C 1.15818 -1.57684 3.33442 -0.283
C 1.67198 -1.52034 2.03842 -1.312
C 0.83228 -1.12044 1.00942 -0.419
N -0.46382 -0.78794 1.18712 0.613
C -0.93182 -0.83854 2.46182 -0.608
H 3.10078 -0.15624 6.74152 0.387
H 2.37678 -1.71794 6.31102 0.271
H 1.96888 -0.94804 7.84282 0.367
H 1.33708 0.31076 5.11442 0.299
H 0.81788 0.90646 6.67032 0.329
H -0.26452 -1.04954 8.14232 0.311
H -1.56272 -1.84614 7.26652 0.378
H -1.29622 1.18626 7.64132 0.276
H -2.45192 0.11866 8.45222 0.380
H -2.57002 0.39606 6.70482 0.276
H 1.78558 -1.93894 4.14022 0.417
H 2.70048 -1.79724 1.83242 0.534
H 1.18788 -1.06624 -0.01588 0.345
H -1.98312 -0.58154 2.57082 0.349



[2]
88
Properties=species:S:1:pos:R:3:lowdin_spin:R:1 method="wB97M-V/def2-TZVPD" de_lowest_kcal_mol=24.3 total_charge=-1 s_squared=3.75 spin_multiplicity=4 gap_ev="2.777 / 2.812" lumo_ev="1.04 / 1.04"
P -2.32118 -0.80308 -0.49033 0.000
C -3.25663 -0.88741 1.15089 0.000
C -4.68178 -1.44944 1.15663 0.000
C -5.32854 -1.22668 2.52874 0.000
C -4.48200 -1.77800 3.68156 0.000
C -3.02302 -1.31384 3.62350 0.000
C -2.39540 -1.54130 2.24148 0.000
C -1.97886 -2.58944 -0.98519 0.000
C -3.10210 -3.60179 -0.77162 0.000
C -2.72433 -4.95142 -1.39473 0.000
C -1.38256 -5.47640 -0.87112 0.000
C -0.25872 -4.43688 -0.94588 0.000
C -0.66207 -3.07671 -0.35743 0.000
C -3.70501 -0.39293 -1.67070 0.000
C -4.26732 0.99594 -1.31955 0.000
C -5.37249 1.42042 -2.29428 0.000
C -4.93540 1.32907 -3.76023 0.000
C -4.33137 -0.03522 -4.10591 0.000
C -3.22672 -0.46721 -3.13118 0.000
H -3.32205 0.19214 1.39107 0.000
H -4.66573 -2.52418 0.93528 0.000
H -5.29988 -0.97793 0.38149 0.000
H -6.32388 -1.68658 2.53742 0.000
H -5.47156 -0.14727 2.67454 0.000
H -4.92539 -1.47300 4.63587 0.000
H -4.51180 -2.87549 3.65814 0.000
H -2.97289 -0.24030 3.85192 0.000
H -2.42881 -1.83440 4.38293 0.000
H -1.38186 -1.11517 2.22343 0.000
H -2.31303 -2.62309 2.05204 0.000
H -1.80847 -2.49796 -2.07282 0.000
H -2.66860 -4.83508 -2.48544 0.000
H -4.04990 -3.24698 -1.20258 0.000
H -3.26458 -3.74519 0.30669 0.000
H -3.51887 -5.67911 -1.19042 0.000
H -1.09528 -6.36987 -1.43698 0.000
H -1.50833 -5.79523 0.17205 0.000
H 0.62988 -4.80844 -0.42371 0.000
H 0.02353 -4.29227 -1.99747 0.000
H 0.13068 -2.33456 -0.53629 0.000
H -0.78049 -3.16932 0.73280 0.000
H -4.50277 -1.14741 -1.53665 0.000
H -4.66877 1.00881 -0.29562 0.000
H -3.44481 1.72737 -1.34409 0.000
H -6.24759 0.77451 -2.13888 0.000
H -5.68480 2.44322 -2.05702 0.000
H -4.19355 2.11244 -3.96309 0.000
H -5.79216 1.52717 -4.41331 0.000
H -3.92591 -0.02181 -5.12332 0.000
H -5.12608 -0.79339 -4.08783 0.000
H -2.92035 -1.49183 -3.38485 0.000
H -2.33560 0.16828 -3.25203 0.000
Er 1.52713 1.44290 -0.01936 3.030
Cl 0.74196 0.36290 -2.07712 -0.005
Cl -0.25233 1.54252 1.68582 -0.006
C 3.39531 0.32290 0.61359 -0.014
H 4.26249 0.58296 -0.02528 -0.001
C 3.63971 -0.71877 1.51743 -0.001
C 4.95351 -1.30243 1.71131 -0.001
C 5.11114 -2.44416 2.48231 0.000
C 4.00366 -3.04101 3.11479 0.000
C 2.72616 -2.45592 3.00434 0.000
C 2.53818 -1.30062 2.26512 0.000
H 5.80446 -0.81030 1.23014 0.000
H 6.10443 -2.87853 2.61815 0.000
H 1.86937 -2.89570 3.52031 0.000
H 1.56335 -0.78710 2.19859 0.000
H 4.12882 -3.94909 3.70011 0.000
N 10.85680 7.12246 0.37877 0.000
C 9.77813 6.69095 0.24113 0.000
C 8.45205 6.15001 0.05517 0.000
C 8.28288 4.88563 -0.52781 0.000
C 7.00174 4.33641 -0.66159 0.000
C 5.89612 5.09876 -0.28717 0.000
C 6.04041 6.39027 0.21850 0.000
C 7.32916 6.88249 0.46489 0.000
N 4.58319 4.58905 -0.49300 0.000
C 3.58698 5.19032 -1.27659 0.000
C 2.47798 4.41339 -1.19596 0.000
N 2.77986 3.30799 -0.36552 -0.004
C 4.06622 3.45334 0.01910 0.001
H 9.15815 4.32199 -0.85413 0.000
H 6.85157 3.35399 -1.11409 0.000
H 5.15819 6.99027 0.44514 0.000
H 7.45951 7.83508 0.98468 0.000
H 3.80812 6.05048 -1.88190 0.000
H 1.50062 4.53715 -1.63514 0.000
H 4.62016 2.78362 0.66735 0.000



[3]
88
Properties=species:S:1:pos:R:3:lowdin_spin:R:1 method="wB97M-V/def2-TZVPD" de_lowest_kcal_mol=0.0 total_charge=-1 s_squared=3.75 spin_multiplicity=4 gap_ev="2.831 / 2.864" lumo_ev="1.10 / 1.10"
P 0.14428 -0.95518 -4.05486 0.000
C 1.70775 -0.33940 -4.97457 0.000
C 1.95243 -0.77607 -6.42594 0.000
C 3.34147 -0.33206 -6.89869 0.000
C 3.61334 1.16114 -6.67682 0.000
C 3.25654 1.62919 -5.26299 0.000
C 1.85097 1.18086 -4.83381 0.000
C -1.28362 -0.07777 -4.95568 0.000
C -1.16205 0.07191 -6.46859 0.000
C -2.47720 0.60653 -7.04800 0.000
C -2.90022 1.92025 -6.38723 0.000
C -2.88033 1.86258 -4.85431 0.000
C -1.58161 1.27368 -4.28610 0.000
C -0.02292 -2.65015 -4.82973 0.000
C 1.18004 -3.53625 -4.46462 0.000
C 1.07249 -4.89508 -5.17057 0.000
C -0.26395 -5.59749 -4.90871 0.000
C -1.46803 -4.68797 -5.17343 0.000
C -1.35992 -3.32216 -4.47911 0.000
H 2.49108 -0.80212 -4.34532 0.000
H 1.18726 -0.33785 -7.07848 0.000
H 1.86727 -1.86481 -6.53837 0.000
H 3.44933 -0.57343 -7.96278 0.000
H 4.09795 -0.91853 -6.35989 0.000
H 4.67100 1.36641 -6.87537 0.000
H 3.04745 1.75180 -7.40973 0.000
H 3.98249 1.21969 -4.54746 0.000
H 3.32342 2.72086 -5.20309 0.000
H 1.66805 1.48900 -3.79426 0.000
H 1.10263 1.68452 -5.46445 0.000
H -2.14701 -0.73276 -4.74923 0.000
H -3.25900 -0.15185 -6.90730 0.000
H -0.91414 -0.88417 -6.95198 0.000
H -0.35236 0.77932 -6.69957 0.000
H -2.35996 0.74790 -8.12839 0.000
H -3.90331 2.19186 -6.73184 0.000
H -2.23250 2.72259 -6.72684 0.000
H -3.04106 2.86542 -4.44413 0.000
H -3.71766 1.24018 -4.51075 0.000
H -1.68039 1.14107 -3.19752 0.000
H -0.74432 1.96747 -4.45123 0.000
H -0.01875 -2.49555 -5.92312 0.000
H 2.12359 -3.05748 -4.76458 0.000
H 1.22024 -3.65770 -3.37136 0.000
H 1.17865 -4.73983 -6.25529 0.000
H 1.90165 -5.53662 -4.85130 0.000
H -0.29573 -5.96054 -3.87373 0.000
H -0.33500 -6.48354 -5.54696 0.000
H -2.39140 -5.18341 -4.85258 0.000
H -1.54596 -4.51840 -6.25777 0.000
H -2.20081 -2.69853 -4.81360 0.000
H -1.45549 -3.40607 -3.38670 0.000
Er -0.16798 -0.30091 -0.37231 3.031
Cl -2.13255 -1.27272 -1.47230 -0.005
Cl 2.18758 -0.34804 -1.12751 -0.005
C -1.03798 1.66181 0.37368 -0.014
H -1.73437 1.52456 1.23842 -0.001
C -0.82867 3.00870 0.02132 -0.001
C -1.42560 4.11773 0.73483 -0.001
C -1.34757 5.41490 0.24375 0.000
C -0.60711 5.70055 -0.92544 -0.001
C 0.05544 4.65704 -1.61207 0.000
C 0.00360 3.35251 -1.12751 0.000
H -1.95621 3.89043 1.66422 0.000
H -1.87030 6.22044 0.76458 0.000
H 0.60212 4.88299 -2.53595 0.000
H 0.58016 2.54438 -1.61155 0.000
H -0.55830 6.72517 -1.30234 0.000
N -0.42302 1.37010 10.48019 0.000
C -0.19615 1.04268 9.38006 0.000
C 0.00792 0.61071 8.02061 0.000
C -0.74025 1.20327 6.98996 0.000
C -0.64490 0.70161 5.69161 0.000
C 0.18826 -0.39639 5.42634 0.000
C 0.96156 -0.97479 6.44187 0.000
C 0.87298 -0.46245 7.74264 0.000
N 0.28771 -0.87974 4.10440 0.000
C 0.83118 -2.09388 3.63847 0.000
C 0.78832 -2.04592 2.27797 0.000
N 0.17550 -0.84941 1.87773 -0.003
C -0.06578 -0.16210 3.00518 0.000
H -1.39872 2.04943 7.21292 0.000
H -1.24922 1.15915 4.90491 0.000
H 1.63226 -1.80060 6.20541 0.000
H 1.47584 -0.90910 8.53850 0.000
H 1.20616 -2.87810 4.27179 0.000
H 1.15155 -2.73411 1.53047 0.000
H -0.49203 0.82666 3.05628 0.000



[4]
94
Properties=species:S:1:pos:R:3:mulliken_charge:R:1 method="wB97M-V/def2-TZVPD" total_charge=0 gap_ev=6.364 lumo_ev=-0.27
Sn 0.98195 -0.09444 0.22843 1.047
O 0.91589 1.52250 4.61694 -0.497
C 1.41121 1.49525 3.37453 -0.103
O 0.78879 1.82698 2.40351 -0.318
C 2.85088 1.02894 3.38078 0.525
C 3.59515 1.04581 4.55474 -0.854
C 4.91131 0.63847 4.49027 -0.859
C 5.41082 0.19403 3.27467 -1.004
C 4.57270 0.18069 2.16961 1.305
N 3.32772 0.61492 2.21979 0.404
C 4.98400 -0.37908 0.80998 0.254
O 6.26953 -0.78001 0.67211 -0.522
O 4.22248 -0.48032 -0.10362 -0.342
H -0.04101 1.67822 4.53428 0.370
H 3.14270 1.36537 5.48155 0.556
H 5.54077 0.65442 5.37004 0.438
H 6.44123 -0.13325 3.23212 0.213
H 6.76950 -0.67157 1.48652 0.266
C -0.81478 -3.60779 -3.40793 -1.412
C -0.22462 -2.30647 -2.87189 0.614
C -1.12639 -1.11827 -3.21563 -1.652
P 0.12284 -2.30889 -1.05882 0.256
C 1.24844 -3.71793 -0.68374 1.269
C 0.67496 -5.12168 -0.51481 -1.653
C 2.39089 -3.67721 -1.70597 -1.565
C -1.50280 -2.38107 -0.29139 0.382
C -2.29229 -3.53316 -0.27668 -0.748
C -3.62661 -3.51960 0.08274 0.257
C -4.45422 -4.78106 0.11130 -1.810
C -4.17612 -2.26837 0.36099 -0.949
C -3.41876 -1.11307 0.36717 -1.005
C -2.02984 -1.13412 0.12017 0.247
N -1.21359 -0.00869 0.15112 0.723
C -1.72902 1.25619 0.49608 -0.928
C -2.59184 1.44866 1.58558 -0.370
C -3.10685 2.69248 1.89546 -1.474
C -2.79251 3.81878 1.13675 0.403
C -3.35558 5.17882 1.45849 -1.673
C -1.90156 3.64181 0.09267 -0.235
C -1.34052 2.40340 -0.22995 1.127
P -0.05457 2.23887 -1.52539 0.095
C -0.70508 3.22465 -2.95986 0.585
C -2.08735 2.71017 -3.36573 -1.577
C 0.26206 3.14159 -4.14057 -1.531
C 1.34436 3.27592 -0.84872 1.325
C 1.20601 4.79407 -0.90689 -1.460
C 2.67554 2.83632 -1.47502 -1.361
H -1.07126 -3.47325 -4.46240 0.474
H -1.73192 -3.87492 -2.87971 0.237
H -0.11832 -4.44356 -3.34039 0.286
H 0.75169 -2.13914 -3.33600 0.760
H -2.13969 -1.28030 -2.83846 0.227
H -1.18035 -1.00304 -4.30130 0.703
H -0.75784 -0.18687 -2.78478 0.028
H 1.64722 -3.42767 0.28939 0.142
H 0.15436 -5.47758 -1.40573 0.226
H 0.00115 -5.16285 0.33798 0.364
H 1.49803 -5.81417 -0.31703 0.477
H 2.06741 -4.02879 -2.68845 0.292
H 3.19781 -4.33166 -1.37088 0.479
H 2.81015 -2.67413 -1.82274 0.301
H -1.84963 -4.47674 -0.56712 0.263
H -3.81993 -5.66671 0.06159 0.370
H -5.15235 -4.82663 -0.72799 0.303
H -5.04444 -4.84977 1.02676 0.388
H -5.23738 -2.19150 0.57820 0.360
H -3.91464 -0.17224 0.55549 0.689
H -2.84888 0.59733 2.20335 0.652
H -3.77493 2.79078 2.74538 0.359
H -4.31217 5.09870 1.97535 0.411
H -3.51109 5.76590 0.55195 0.370
H -2.68143 5.74761 2.10359 0.279
H -1.65178 4.50455 -0.51593 0.267
H -0.79591 4.27077 -2.65282 0.467
H -2.03269 1.67346 -3.70777 0.223
H -2.47976 3.31109 -4.19034 0.494
H -2.80246 2.75230 -2.54372 0.281
H 0.45599 2.09940 -4.40823 0.248
H 1.22053 3.61531 -3.92862 0.278
H -0.16537 3.63945 -5.01486 0.474
H 1.36368 2.97231 0.20355 -0.156
H 1.11414 5.15226 -1.93540 0.206
H 2.10286 5.25663 -0.48555 0.502
H 0.35498 5.16226 -0.33607 0.317
H 2.75506 3.14813 -2.51836 0.260
H 2.81151 1.75360 -1.44021 0.104
H 3.50987 3.29313 -0.93562 0.458
Cl -1.63982 -0.95563 3.94747 -0.189
C -0.31424 -2.16089 3.97051 -0.016
Cl 0.87839 -1.79133 5.24312 -0.182
C 0.36631 -2.27131 2.60462 0.009
O 0.30672 -3.37088 2.08249 -0.544
O 0.94890 -1.21317 2.18291 -0.208
H -0.76434 -3.11150 4.21701 0.510